one | The following is a DFT calculation (ωB97M-V with the def2-TZVPD basis set) of a single C6H15B molecule.

Output
SMILES string	CC(C)BC(C)C
2S+1	1
M	98.00	g/mol
orbital gap	0.3931	Eh
highest occupied orbital energy	-9.9	eV

XYZ file:
```
22
Properties=species:S:1:pos:R:3:mulliken_charge:R:1
C -1.636 -1.260 -0.042 -1.48
C -1.268 0.202 -0.246 0.74
C -2.555 1.087 -0.102 -1.48
B 0.065 0.811 0.325 0.13
C 1.477 0.089 0.498 0.43
C 1.673 -1.359 0.071 -1.18
C 2.302 0.998 -0.364 -1.34
H -1.013 -1.644 0.752 0.31
H -1.276 -1.831 -0.876 0.39
H -2.640 -1.419 0.022 0.49
H -1.061 0.381 -1.264 0.03
H -2.705 1.020 0.985 0.36
H -2.598 2.113 -0.466 0.35
H -3.420 0.531 -0.531 0.35
H 0.020 1.851 1.003 -0.13
H 1.646 0.062 1.635 0.21
H 1.736 -1.351 -1.081 0.25
H 0.758 -1.960 0.338 0.18
H 2.648 -1.704 0.223 0.46
H 1.727 0.948 -1.390 0.27
H 2.256 2.027 0.015 0.32
H 3.405 0.715 -0.484 0.32
```

two | The following is a DFT calculation (ωB97M-V with the def2-TZVPD basis set) of a single C6H15B molecule.

Output
SMILES string	CCCB(C)CC
2S+1	1
M	98.00	g/mol
orbital gap	0.3967	Eh
highest occupied orbital energy	-10.1	eV

XYZ file:
```
22
Properties=species:S:1:pos:R:3:mulliken_charge:R:1
C -2.986 -0.346 -0.829 -1.50
C -1.682 -0.626 -0.111 -0.07
C -0.862 0.692 0.216 -0.64
B 0.714 0.589 0.592 0.05
C 1.362 1.722 1.471 -1.17
C 1.518 -0.727 0.308 -0.32
C 2.213 -0.868 -1.037 -1.23
H -2.847 0.056 -1.783 0.41
H -3.649 0.230 -0.296 0.40
H -3.447 -1.336 -0.894 0.35
H -1.968 -1.192 0.845 0.24
H -1.002 -1.191 -0.753 0.19
H -0.921 1.167 -0.789 0.28
H -1.312 1.439 0.921 0.29
H 2.371 1.438 1.588 0.28
H 1.255 2.626 1.008 0.45
H 0.860 1.974 2.390 0.40
H 0.758 -1.574 0.315 0.21
H 2.357 -1.000 1.064 0.32
H 2.831 -1.800 -1.019 0.37
H 2.921 -0.222 -1.320 0.43
H 1.517 -1.052 -1.886 0.26
```

Tell me which of them is the most stable. Sure, it is two.

one | The following is a DFT calculation (ωB97M-V with the def2-TZVPD basis set) of 2 unconnected molecules or ions with the total composition C4H12NS.

Output
2S+1	1
M	106.21	g/mol
orbital gap	0.2211	Eh
net charge	-1
highest occupied orbital energy	-2.1	eV

XYZ file:
```
18
Properties=species:S:1:pos:R:3:mulliken_charge:R:1
C 1.223 -0.295 1.335 -0.93
N 1.199 1.135 1.062 -0.15
C 2.517 1.602 0.678 -0.94
C 0.214 1.532 0.059 -0.98
H 1.888 -0.472 2.196 0.31
H 1.640 -0.887 0.503 0.31
H 0.210 -0.604 1.550 0.35
H 2.634 2.684 0.847 0.29
H 3.316 1.124 1.261 0.33
H 2.764 1.443 -0.380 0.32
H 0.176 2.638 0.030 0.30
H -0.761 1.189 0.393 0.29
H 0.509 1.170 -0.927 0.37
C -2.867 -1.607 -1.271 -0.76
S -1.134 -1.185 -0.881 -0.66
H -3.337 -1.863 -0.321 0.17
H -3.438 -0.732 -1.635 0.18
H -2.966 -2.422 -1.992 0.20
```

two | The following is a DFT calculation (ωB97M-V with the def2-TZVPD basis set) of 2 unconnected molecules or ions with the total composition C4H12NS.

Output
2S+1	1
M	106.21	g/mol
orbital gap	0.2326	Eh
net charge	-1
highest occupied orbital energy	-2.2	eV

XYZ file:
```
18
Properties=species:S:1:pos:R:3:mulliken_charge:R:1
C 1.258 2.349 0.312 -0.82
S 0.975 0.762 1.028 -0.55
H 1.867 2.986 0.977 0.23
H 1.784 2.296 -0.686 0.17
H 0.306 2.931 0.118 0.19
C -1.366 -0.046 -1.315 -0.62
N -1.017 -1.329 -0.716 -0.20
C 0.453 -1.522 -0.969 -0.89
C -1.346 -1.316 0.732 -0.85
H -1.204 -0.046 -2.409 0.29
H -0.788 0.834 -0.898 0.04
H -2.446 0.211 -1.207 0.31
H 0.851 -2.070 -0.107 0.32
H 0.564 -2.229 -1.785 0.27
H 0.917 -0.552 -1.179 0.25
H -1.118 -2.338 1.081 0.31
H -2.413 -1.103 0.785 0.31
H -0.803 -0.598 1.316 0.22
```

Tell me which of them is the most stable. Sure, it is one.

one | The following is a DFT calculation (ωB97M-V with the def2-TZVPD basis set) of a single C6H11FO molecule.

Output
SMILES string	CCO/C(=C\F)CC
2S+1	1
M	118.15	g/mol
orbital gap	0.3605	Eh
highest occupied orbital energy	-8.8	eV

XYZ file:
```
19
Properties=species:S:1:pos:R:3:mulliken_charge:R:1
C 1.097 -1.725 0.682 -1.09
C 0.925 -1.224 -0.770 -0.34
O -0.406 -0.874 -1.158 -0.41
C -1.011 0.132 -0.491 0.39
C -2.210 -0.078 0.099 -0.19
F -2.718 -1.354 0.181 -0.25
C -0.469 1.514 -0.681 -0.51
C 0.420 1.766 0.523 -0.97
H 2.173 -1.820 0.875 0.31
H 0.608 -1.040 1.378 0.35
H 0.740 -2.765 0.734 0.34
H 1.254 -2.067 -1.407 0.33
H 1.605 -0.368 -0.943 0.29
H -2.847 0.680 0.588 0.35
H 0.095 1.601 -1.623 0.26
H -1.311 2.292 -0.704 0.31
H -0.120 1.663 1.480 0.31
H 1.189 0.956 0.740 0.19
H 0.986 2.710 0.497 0.35
```

two | The following is a DFT calculation (ωB97M-V with the def2-TZVPD basis set) of a molecular structure, C6H11FO.

Output
2S+1	1
M	118.15	g/mol
orbital gap	0.3897	Eh
highest occupied orbital energy	-9.7	eV

XYZ file:
```
19
Properties=species:S:1:pos:R:3:mulliken_charge:R:1
C 2.067 -0.475 -0.590 -0.88
C 0.807 -1.002 0.017 0.15
C -0.338 0.730 1.340 -0.78
C -0.728 0.976 -0.102 0.13
C -0.558 -0.495 -0.685 -0.03
C -1.891 -1.243 -0.277 -1.23
H 2.385 0.704 0.051 0.20
H 1.757 -0.310 -1.825 0.24
H 3.066 -1.608 -0.595 0.23
H 0.856 -2.160 0.388 0.31
H -1.101 0.709 2.007 0.40
H 0.303 1.510 1.819 0.29
H -1.720 1.342 -0.284 0.46
H -0.751 -0.213 -1.815 0.27
H -1.936 -2.218 -1.011 0.30
H -2.097 -1.434 0.809 0.31
H -2.601 -0.765 -1.018 0.40
O 0.602 -0.427 1.291 -0.44
F 0.096 1.879 -0.786 -0.33
```

Tell me which of them is the most stable. Sure, it is one.

one | The following is a DFT calculation (ωB97M-V with the def2-TZVPD basis set) of a molecular structure, C48H42CaCl5N4O6P.

Output
2S+1	1
M	1019.20	g/mol
orbital gap	0.2216	Eh
net charge	-2
highest occupied orbital energy	-2.5	eV

XYZ file:
```
107
Properties=species:S:1:pos:R:3:mulliken_charge:R:1
Ca 0.317 -0.717 0.393 2.06
Cl -0.463 -3.808 -0.773 -0.19
C 1.202 -3.543 -1.178 1.32
C 1.809 -2.375 -0.717 -0.89
C 3.130 -2.228 -1.160 0.29
Cl 3.999 -0.775 -0.788 -0.19
C 3.804 -3.166 -1.943 0.06
Cl 5.459 -2.934 -2.407 -0.23
C 3.148 -4.322 -2.348 0.11
Cl 3.952 -5.492 -3.331 -0.25
C 1.825 -4.507 -1.967 -0.13
Cl 0.989 -5.935 -2.480 -0.23
N -8.175 0.539 -6.357 -0.62
C -7.236 0.473 -5.696 -0.02
C -6.076 0.398 -4.873 0.56
C -5.485 -0.835 -4.582 -0.95
C -4.356 -0.892 -3.791 -0.16
C -3.809 0.265 -3.236 -0.34
C -4.415 1.491 -3.516 0.08
C -5.527 1.563 -4.330 -1.06
C -2.598 0.195 -2.388 2.24
C -2.682 0.726 -1.102 -1.41
C -3.872 1.203 -0.464 -0.70
C -3.497 1.639 0.780 -1.90
C -2.097 1.410 0.864 -0.57
N -1.612 0.861 -0.235 2.02
C -1.445 -0.335 -2.985 -0.86
C -1.275 -0.590 -4.382 -0.88
C 0.046 -0.931 -4.551 -1.92
C 0.626 -0.886 -3.259 -0.44
N -0.248 -0.540 -2.328 1.37
H -5.922 -1.734 -4.996 0.43
H -3.891 -1.847 -3.583 0.55
H -3.987 2.391 -3.093 0.56
H -5.976 2.519 -4.568 0.43
H -4.867 1.187 -0.881 0.65
H -4.118 2.055 1.557 0.43
H -1.443 1.652 1.691 0.35
H -2.035 -0.486 -5.140 0.56
H 0.553 -1.183 -5.470 0.45
H 1.657 -1.092 -3.012 0.59
O 1.595 1.149 -1.078 -0.30
C 1.592 2.391 -0.395 4.22
C 1.196 2.166 1.125 -1.03
O 1.169 3.147 1.868 -0.77
O 0.992 0.960 1.452 -0.25
C 3.036 2.882 -0.431 -1.10
C 3.483 3.725 -1.443 -0.28
C 4.812 4.116 -1.506 -0.83
C 5.714 3.670 -0.550 -0.59
C 5.281 2.814 0.451 -0.95
C 3.953 2.419 0.507 0.12
C 0.631 3.392 -1.016 -0.94
C -0.204 3.024 -2.066 -0.19
C -1.108 3.931 -2.601 -0.51
C -1.203 5.214 -2.085 -0.62
C -0.367 5.591 -1.042 -0.99
C 0.550 4.694 -0.519 0.03
H 0.685 0.807 -1.069 -1.31
H 2.784 4.073 -2.193 0.45
H 5.148 4.759 -2.311 0.39
H 6.752 3.977 -0.593 0.37
H 5.982 2.442 1.190 0.44
H 3.624 1.743 1.288 0.59
H -0.143 2.026 -2.480 0.44
H -1.745 3.630 -3.425 0.50
H -1.917 5.918 -2.498 0.38
H -0.439 6.591 -0.631 0.36
H 1.196 4.984 0.297 0.46
C 5.794 -0.725 2.270 -0.61
O 4.734 -1.648 2.404 -0.40
P 3.168 -1.094 2.471 0.74
O 3.352 -0.311 3.893 -0.43
C 2.656 0.887 4.233 -0.21
O 2.604 -2.476 3.132 -0.55
C 2.289 -3.613 2.333 -0.43
H 6.720 -1.269 2.458 0.32
H 5.705 0.080 3.008 0.28
H 5.829 -0.290 1.267 0.18
H 1.910 1.157 3.489 -0.38
H 3.376 1.704 4.328 0.28
H 2.163 0.738 5.196 0.30
H 1.242 -3.587 2.019 -0.02
H 2.461 -4.493 2.954 0.31
H 2.924 -3.679 1.448 0.27
C -2.179 -1.911 5.806 -0.99
N -1.006 -1.497 5.069 0.18
C -1.180 -0.161 4.522 -0.85
C -0.565 -2.461 4.043 -1.51
C -1.543 -2.681 2.907 -0.11
C -2.597 -3.573 3.137 -0.51
C -3.648 -3.683 2.242 -0.86
C -3.616 -2.919 1.084 -0.79
C -2.512 -2.116 0.822 -0.24
C -1.428 -1.958 1.704 1.21
H -2.329 -1.226 6.647 0.35
H -2.022 -2.916 6.205 0.29
H -3.099 -1.916 5.201 0.32
H -1.293 0.545 5.350 0.52
H -2.060 -0.081 3.866 0.28
H -0.301 0.111 3.939 0.04
H -0.363 -3.404 4.567 0.65
H 0.372 -2.069 3.656 -0.47
H -2.595 -4.199 4.027 0.32
H -4.480 -4.351 2.439 0.33
H -4.439 -2.973 0.376 0.38
H -2.498 -1.594 -0.133 0.50
```

two | The following is a DFT calculation (ωB97M-V with the def2-TZVPD basis set) of a molecular structure, C48H42CaCl5N4O6P.

Output
2S+1	1
M	1019.20	g/mol
orbital gap	0.1829	Eh
net charge	-2
highest occupied orbital energy	-2.1	eV

XYZ file:
```
107
Properties=species:S:1:pos:R:3:mulliken_charge:R:1
Ca 0.737 -0.361 0.186 0.51
Cl 1.723 -3.343 -2.426 -0.25
C 3.389 -3.446 -1.933 1.06
C 3.833 -2.510 -1.006 -1.11
C 5.165 -2.695 -0.640 0.99
Cl 5.856 -1.593 0.517 -0.20
C 5.985 -3.715 -1.115 -0.80
Cl 7.614 -3.926 -0.557 -0.23
C 5.475 -4.606 -2.050 0.75
Cl 6.444 -5.905 -2.650 -0.25
C 4.161 -4.464 -2.476 -0.68
Cl 3.533 -5.565 -3.660 -0.23
N -8.456 -5.647 2.505 -0.60
C -7.485 -5.093 2.219 0.05
C -6.312 -4.408 1.878 0.51
C -6.222 -3.025 2.097 -0.91
C -5.074 -2.349 1.757 -0.45
C -3.974 -3.020 1.208 0.87
C -4.065 -4.401 1.015 -0.49
C -5.213 -5.089 1.333 -0.88
C -2.768 -2.265 0.845 1.82
C -2.244 -1.443 1.852 -0.98
C -2.664 -1.450 3.216 -0.73
C -1.907 -0.503 3.861 -2.36
C -1.055 0.043 2.880 -0.69
N -1.243 -0.511 1.692 1.06
C -2.294 -2.405 -0.463 -0.46
C -2.934 -3.167 -1.489 -0.76
C -2.184 -2.999 -2.622 -2.32
C -1.130 -2.135 -2.258 -0.81
N -1.183 -1.780 -0.987 0.68
H -7.057 -2.499 2.541 0.44
H -5.013 -1.280 1.901 0.64
H -3.212 -4.930 0.616 0.63
H -5.273 -6.157 1.177 0.44
H -3.388 -2.114 3.656 0.64
H -1.947 -0.234 4.902 0.48
H -0.314 0.808 3.024 0.80
H -3.837 -3.741 -1.380 0.61
H -2.352 -3.432 -3.591 0.44
H -0.368 -1.762 -2.913 1.07
O -0.368 1.674 -0.611 1.37
C -0.312 2.985 -0.051 2.66
C 0.712 2.981 1.211 -0.66
O 1.024 4.075 1.661 -0.80
O 0.992 1.837 1.583 0.03
C 0.207 4.010 -0.996 -0.02
C -0.226 5.330 -0.872 -0.47
C 0.285 6.328 -1.676 -0.82
C 1.264 6.036 -2.610 -0.44
C 1.746 4.738 -2.702 -1.01
C 1.231 3.734 -1.899 -0.49
C -1.693 3.314 0.479 -0.65
C -1.992 3.276 1.834 -0.28
C -3.277 3.540 2.276 -0.91
C -4.278 3.840 1.369 -0.58
C -3.993 3.859 0.012 -1.06
C -2.712 3.587 -0.427 0.49
H -0.676 1.119 0.124 -1.07
H -0.969 5.571 -0.128 0.52
H -0.087 7.339 -1.572 0.40
H 1.656 6.816 -3.251 0.36
H 2.531 4.511 -3.413 0.43
H 1.635 2.733 -1.959 0.54
H -1.213 3.064 2.547 0.54
H -3.491 3.515 3.336 0.44
H -5.279 4.058 1.718 0.38
H -4.771 4.091 -0.704 0.42
H -2.474 3.603 -1.482 0.69
C -0.384 3.633 -5.088 -0.53
O -1.140 2.519 -4.689 -0.39
P -0.498 1.441 -3.607 0.59
O 0.461 0.675 -4.699 -0.41
C 1.563 -0.099 -4.272 -0.36
O -1.768 0.428 -3.695 -0.49
C -2.812 0.545 -2.750 -0.38
H -0.959 4.154 -5.856 0.31
H 0.573 3.328 -5.515 0.27
H -0.195 4.305 -4.250 0.12
H 1.408 -1.141 -4.557 0.23
H 1.694 -0.053 -3.186 0.00
H 2.468 0.269 -4.764 0.33
H -3.605 -0.130 -3.076 0.32
H -3.208 1.562 -2.717 0.34
H -2.477 0.257 -1.749 -0.14
C 4.177 -1.945 4.477 -0.94
N 2.937 -2.141 3.759 0.07
C 3.098 -3.036 2.628 -0.75
C 2.294 -0.885 3.356 -1.63
C 3.090 -0.005 2.414 2.10
C 4.051 0.841 2.963 -0.25
C 4.850 1.630 2.157 -1.07
C 4.678 1.579 0.787 -0.55
C 3.691 0.768 0.246 -0.24
C 2.874 -0.038 1.034 0.09
H 4.507 -2.907 4.879 0.38
H 3.991 -1.272 5.315 0.29
H 4.990 -1.528 3.863 0.27
H 3.657 -3.914 2.948 0.40
H 3.624 -2.568 1.789 0.13
H 2.107 -3.346 2.287 0.11
H 2.069 -0.332 4.276 0.59
H 1.343 -1.166 2.886 -0.42
H 4.150 0.903 4.043 0.32
H 5.605 2.272 2.596 0.34
H 5.295 2.194 0.142 0.38
H 3.583 0.751 -0.834 0.28
```

Tell me which of them is the most stable. Sure, it is one.

one | The following is a DFT calculation (ωB97M-V with the def2-TZVPD basis set) of 2 unconnected molecules or ions with the total composition C26H27N2.

Output
2S+1	1
M	367.52	g/mol
orbital gap	0.1668	Eh
net charge	+1
highest occupied orbital energy	-9.2	eV

XYZ file:
```
55
Properties=species:S:1:pos:R:3:mulliken_charge:R:1
C -3.707 -2.504 0.922 -0.51
C -2.348 -2.795 1.096 -0.63
C -1.434 -1.771 1.309 -0.34
C -1.866 -0.420 1.371 0.87
C -0.920 0.630 1.630 -0.50
C -1.246 1.974 1.678 -0.25
N -0.499 2.913 2.259 0.19
C -0.919 4.307 2.304 -0.68
C 0.265 5.074 2.906 -0.56
C 1.293 4.021 3.365 -0.55
C 0.717 2.635 3.011 -0.47
C -3.243 -0.141 1.169 -0.35
C -4.146 -1.174 0.946 -0.79
H -4.424 -3.310 0.766 0.41
H -2.001 -3.828 1.068 0.41
H -0.367 -1.981 1.422 0.39
H 0.113 0.329 1.829 0.25
H -2.171 2.336 1.207 0.31
H -1.193 4.660 1.298 0.38
H -1.816 4.418 2.939 0.29
H 0.687 5.744 2.151 0.26
H -0.092 5.682 3.741 0.29
H 2.251 4.169 2.857 0.25
H 1.462 4.084 4.443 0.31
H 0.503 2.073 3.940 0.25
H 1.433 2.025 2.435 0.23
H -3.575 0.899 1.190 0.21
H -5.200 -0.941 0.793 0.39
C 2.128 -3.597 -2.867 -1.15
N 1.606 -2.315 -2.393 0.10
C 0.247 -2.107 -2.542 0.86
C -0.584 -3.095 -3.089 -0.77
C -1.953 -2.881 -3.205 -0.76
C -2.526 -1.669 -2.775 -0.72
C -1.724 -0.677 -2.241 -0.83
C -0.326 -0.866 -2.103 1.19
C 0.509 0.087 -1.522 -0.40
C 1.880 -0.128 -1.380 1.08
C 2.448 -1.371 -1.834 1.21
C 3.836 -1.570 -1.698 -1.26
C 4.645 -0.586 -1.131 -0.71
C 4.092 0.626 -0.683 -0.80
C 2.731 0.850 -0.804 -0.76
H 3.202 -3.647 -2.711 0.21
H 1.659 -4.426 -2.320 0.41
H 1.926 -3.720 -3.939 0.41
H -0.159 -4.043 -3.425 0.45
H -2.581 -3.661 -3.634 0.43
H -3.601 -1.518 -2.867 0.43
H -2.148 0.269 -1.903 0.36
H 0.084 1.028 -1.190 0.45
H 4.315 -2.489 -2.034 0.25
H 5.713 -0.770 -1.040 0.43
H 4.742 1.385 -0.244 0.40
H 2.280 1.785 -0.470 0.44
```

two | The following is a DFT calculation (ωB97M-V with the def2-TZVPD basis set) of 2 unconnected molecules or ions with the total composition C26H27N2.

Output
2S+1	1
M	367.52	g/mol
orbital gap	0.1754	Eh
net charge	+1
highest occupied orbital energy	-9.6	eV

XYZ file:
```
55
Properties=species:S:1:pos:R:3:mulliken_charge:R:1
C 5.377 -0.727 -1.972 -0.50
C 4.973 0.552 -2.301 -0.56
C 3.638 0.826 -2.509 -0.37
C 2.665 -0.175 -2.386 0.74
C 1.261 0.168 -2.493 -0.30
C 0.238 -0.712 -2.416 -0.63
N -1.104 -0.382 -2.314 -0.02
C -2.126 -1.426 -2.072 -0.77
C -3.488 -0.719 -1.975 -0.52
C -3.179 0.791 -1.820 -0.64
C -1.642 0.926 -1.861 -0.13
C 3.104 -1.469 -2.081 -0.39
C 4.439 -1.737 -1.873 -0.77
H 6.419 -0.937 -1.792 0.40
H 5.705 1.339 -2.383 0.40
H 3.331 1.825 -2.764 0.41
H 1.029 1.212 -2.596 0.35
H 0.461 -1.761 -2.391 0.45
H -2.092 -2.169 -2.874 0.46
H -1.871 -1.943 -1.144 0.27
H -4.082 -0.908 -2.878 0.26
H -4.082 -1.106 -1.137 0.30
H -3.642 1.365 -2.632 0.29
H -3.594 1.194 -0.887 0.28
H -1.231 1.139 -0.870 -0.16
H -1.311 1.726 -2.531 0.45
H 2.387 -2.266 -1.994 0.32
H 4.757 -2.735 -1.620 0.41
C 2.550 0.794 1.032 -1.69
C 1.595 -0.243 1.426 0.70
N 0.340 0.020 1.842 0.46
C -0.559 -1.001 2.264 0.15
C -0.397 -2.381 2.360 -0.66
C -1.443 -3.150 2.827 -0.85
C -2.653 -2.560 3.201 -0.72
C -2.830 -1.198 3.113 -0.50
C -1.777 -0.410 2.642 0.74
C -1.648 1.008 2.451 0.55
C -0.351 1.263 1.965 0.38
C 0.031 2.576 1.698 -0.39
C -0.866 3.602 1.911 -1.01
C -2.150 3.341 2.392 -0.72
C -2.549 2.053 2.666 -0.43
H 3.516 0.373 0.739 0.30
H 2.165 1.366 0.186 0.34
H 2.722 1.487 1.858 0.55
H 1.893 -1.274 1.398 0.33
H 0.533 -2.839 2.080 0.38
H -1.326 -4.220 2.909 0.44
H -3.455 -3.182 3.567 0.43
H -3.754 -0.735 3.405 0.47
H 1.014 2.797 1.331 0.33
H -0.575 4.621 1.705 0.45
H -2.835 4.160 2.552 0.44
H -3.534 1.840 3.040 0.48
```

Tell me which of them is the most stable. Sure, it is one.